(1)
The following is a DFT calculation (the ωB97M-V functional and the def2-TZVPD basis) of 8 unconnected molecules or ions with the total composition C40H65F4NO22S.

Cartesian coordinates (Å):
C: 5.93 -1.64 1.05
C: 4.59 -1.48 0.37
O: 4.45 -0.19 -0.18
C: 3.43 -0.12 -1.15
C: 2.63 1.15 -0.95
O: 1.32 0.75 -0.52
C: 0.47 1.77 -0.24
O: -0.84 1.56 -0.57
C: -1.55 0.73 0.32
C: -1.04 -0.69 0.42
C: -1.90 -1.50 1.38
O: -1.14 -2.17 2.41
C: -0.28 -3.12 2.01
F: 0.95 -2.65 1.80
F: -0.20 -4.03 3.00
F: -0.67 -3.76 0.91
O: -0.78 -1.34 -0.82
C: -1.77 -1.17 -1.85
N: -3.09 -1.63 -1.52
C: -1.31 -2.03 -3.05
O: -0.99 -1.35 -4.24
C: 0.13 -0.49 -4.25
S: 0.76 2.21 1.54
O: 1.93 3.00 1.58
O: 0.70 1.10 2.40
F: -0.42 3.19 1.84
H: 6.18 -2.69 1.09
H: 6.73 -1.15 0.51
H: 5.90 -1.29 2.07
H: 4.50 -2.25 -0.39
H: 3.82 -1.65 1.12
H: 3.84 -0.17 -2.16
H: 2.77 -0.97 -1.02
H: 2.55 1.67 -1.89
H: 3.15 1.72 -0.19
H: 0.82 2.64 -0.79
H: -1.66 1.15 1.31
H: -2.57 0.67 -0.05
H: -0.08 -0.63 0.92
H: -2.56 -2.19 0.88
H: -2.52 -0.80 1.92
H: -1.85 -0.16 -2.23
H: -3.05 -2.60 -1.24
H: -3.52 -1.12 -0.75
H: -0.43 -2.59 -2.73
H: -2.07 -2.77 -3.28
H: -0.19 0.50 -3.90
H: 0.92 -0.80 -3.58
H: 0.47 -0.35 -5.25
O: 1.73 1.42 -5.40
C: 2.27 2.29 -6.04
C: 1.67 3.15 -7.13
C: 2.91 3.75 -7.79
C: 3.89 3.78 -6.63
O: 3.54 2.65 -5.81
H: 1.04 3.92 -6.67
H: 1.08 2.55 -7.81
H: 2.75 4.73 -8.24
H: 3.27 3.08 -8.56
H: 3.80 4.69 -6.03
H: 4.92 3.69 -6.96
O: 2.90 6.78 -6.84
C: 3.32 7.49 -5.97
C: 2.54 8.09 -4.81
C: 3.49 9.17 -4.30
C: 4.85 8.59 -4.67
O: 4.62 7.83 -5.87
H: 2.36 7.31 -4.07
H: 1.59 8.49 -5.16
H: 3.39 9.39 -3.24
H: 3.32 10.10 -4.86
H: 5.23 7.92 -3.90
H: 5.59 9.35 -4.88
O: -1.47 2.71 8.19
C: -1.05 1.98 7.35
C: 0.11 2.24 6.40
C: -0.08 1.17 5.33
C: -0.77 0.06 6.12
O: -1.55 0.74 7.12
H: 1.05 2.11 6.95
H: 0.06 3.25 6.00
H: 0.84 0.85 4.85
H: -0.75 1.54 4.56
H: -0.05 -0.59 6.63
H: -1.43 -0.54 5.51
O: 5.57 -2.88 4.03
C: 4.91 -2.25 4.80
C: 3.39 -2.13 4.83
C: 3.18 -0.91 5.72
C: 4.40 -0.96 6.63
O: 5.44 -1.53 5.82
H: 2.98 -3.04 5.26
H: 3.00 -1.99 3.82
H: 2.24 -0.92 6.27
H: 3.20 0.00 5.12
H: 4.25 -1.60 7.50
H: 4.72 0.02 6.97
O: -2.97 -7.03 8.25
C: -2.42 -6.58 7.29
C: -2.49 -5.15 6.77
C: -1.94 -5.29 5.35
C: -1.00 -6.48 5.49
O: -1.60 -7.31 6.50
H: -1.85 -4.52 7.39
H: -3.51 -4.78 6.79
H: -1.45 -4.40 4.97
H: -2.76 -5.54 4.67
H: -0.01 -6.18 5.82
H: -0.91 -7.05 4.57
O: -5.87 0.11 -1.63
C: -5.25 1.04 -2.07
C: -5.68 2.03 -3.14
C: -4.35 2.69 -3.53
C: -3.55 2.57 -2.24
O: -4.01 1.36 -1.61
H: -6.37 2.74 -2.69
H: -6.15 1.52 -3.97
H: -4.45 3.71 -3.88
H: -3.87 2.11 -4.32
H: -3.75 3.41 -1.56
H: -2.48 2.50 -2.42
O: -4.64 -6.41 -3.84
C: -5.17 -5.88 -2.92
C: -6.66 -5.84 -2.60
C: -6.74 -4.72 -1.56
C: -5.37 -4.80 -0.91
O: -4.48 -5.24 -1.94
H: -6.95 -6.80 -2.18
H: -7.23 -5.63 -3.49
H: -7.56 -4.82 -0.85
H: -6.86 -3.76 -2.07
H: -5.34 -5.52 -0.09
H: -5.03 -3.83 -0.54

Computed properties:
**Max |F|**: 0.0334 hartree/bohr
**DFT total energy**: -110773.755 eV
**Kohn-Sham gap**: 9.09 eV
**Structure (SMILES)**: CCOCCO[C@@H](OC[C@@H](COC(F)(F)F)O[C@H](N)COC)S(=O)(=O)F.O=C1CCCO1.O=C1CCCO1.O=C1CCCO1.O=C1CCCO1.O=C1CCCO1.O=C1CCCO1.O=C1CCCO1

---

(2)
The following is a DFT calculation (the ωB97M-V functional and the def2-TZVPD basis) of 12 unconnected molecules or ions with the total composition C40H67Br8N3O15.

Cartesian coordinates (Å):
C: 5.32 -2.43 -0.43
C: 4.90 -1.57 0.80
C: 5.81 -0.39 1.12
O: 5.33 0.60 0.14
C: 4.04 0.36 -0.03
O: 3.20 1.08 -0.49
O: 3.70 -0.87 0.54
H: 4.60 -3.18 -0.56
H: 6.29 -2.85 -0.19
H: 5.32 -1.79 -1.33
H: 4.73 -2.26 1.66
H: 6.88 -0.57 0.85
H: 5.62 0.01 2.12
C: 0.00 0.39 0.88
C: -0.20 -0.07 -0.52
C: 0.86 -0.96 -1.05
O: 0.18 -2.02 -1.65
C: -1.05 -2.04 -1.29
O: -1.82 -2.86 -1.66
O: -1.36 -0.96 -0.60
H: 0.80 1.19 0.92
H: 0.37 -0.51 1.42
H: -0.94 0.70 1.36
H: -0.45 0.68 -1.23
H: 1.47 -1.37 -0.27
H: 1.53 -0.51 -1.77
C: -1.50 -3.14 2.39
C: -0.50 -4.33 2.55
C: -0.38 -5.18 1.24
O: 1.10 -5.17 0.98
C: 1.70 -4.17 1.68
O: 2.86 -3.85 1.61
O: 0.83 -3.67 2.56
H: -1.26 -2.64 1.47
H: -1.38 -2.46 3.24
H: -2.51 -3.52 2.29
H: -0.58 -4.99 3.41
H: -0.85 -4.72 0.42
H: -0.74 -6.18 1.41
C: -3.90 5.26 2.27
C: -2.59 4.47 2.42
C: -1.68 4.78 3.53
O: -1.11 3.55 3.96
C: -1.86 2.52 3.37
O: -1.66 1.37 3.58
O: -2.84 3.04 2.64
H: -4.41 5.45 3.26
H: -4.59 4.85 1.58
H: -3.65 6.27 1.80
H: -2.03 4.52 1.53
H: -2.16 5.24 4.41
H: -0.90 5.48 3.25
C: 3.75 -6.15 -3.59
C: 2.75 -5.04 -3.84
C: 2.10 -4.43 -2.56
O: 2.92 -3.28 -2.28
C: 3.53 -2.91 -3.42
O: 4.02 -1.81 -3.61
O: 3.37 -3.82 -4.36
H: 4.50 -6.30 -4.39
H: 3.25 -7.12 -3.53
H: 4.40 -5.93 -2.71
H: 2.00 -5.41 -4.56
H: 2.15 -5.02 -1.60
H: 1.10 -4.13 -2.76
Br: -7.30 1.97 -1.85
C: -6.79 0.64 -3.21
C: -5.40 0.13 -2.90
Br: -5.05 -1.21 -4.26
H: -6.82 1.12 -4.20
H: -7.55 -0.12 -3.20
H: -5.37 -0.28 -1.94
H: -4.65 0.93 -2.94
Br: 1.86 2.69 -4.15
C: 2.79 3.67 -2.69
C: 4.09 4.23 -3.25
Br: 5.20 4.87 -1.81
H: 3.06 2.91 -1.96
H: 2.12 4.44 -2.32
H: 3.90 5.12 -3.88
H: 4.58 3.47 -3.81
Br: 4.56 -2.61 4.42
C: 2.85 -1.70 4.13
C: 2.00 -1.90 5.36
Br: 0.40 -0.81 5.15
H: 2.35 -2.23 3.29
H: 2.96 -0.66 3.98
H: 2.57 -1.52 6.21
H: 1.65 -2.86 5.53
Br: -1.08 -0.25 -4.48
C: -1.28 -1.95 -5.32
C: 0.08 -2.50 -5.66
Br: -0.03 -4.29 -6.30
H: -1.94 -1.86 -6.15
H: -1.74 -2.52 -4.55
H: 0.63 -2.49 -4.73
H: 0.52 -1.92 -6.47
C: 2.59 2.18 3.14
C: 3.34 3.45 2.74
C: 2.40 4.68 2.68
C: 1.24 4.43 1.86
N: 0.34 4.24 1.16
H: 2.16 2.37 4.15
H: 3.24 1.30 3.14
H: 1.79 1.93 2.42
H: 3.74 3.40 1.72
H: 4.20 3.62 3.37
H: 2.95 5.56 2.36
H: 2.12 4.84 3.72
C: -2.53 2.34 -0.95
C: -2.04 2.88 -2.29
C: -1.07 4.03 -2.14
C: -1.78 5.18 -1.52
N: -2.43 6.01 -1.04
H: -3.33 1.61 -1.02
H: -3.00 3.25 -0.51
H: -1.73 1.96 -0.37
H: -2.95 3.06 -2.87
H: -1.54 2.19 -2.96
H: -0.63 4.32 -3.09
H: -0.30 3.79 -1.47
C: -6.53 -1.50 1.70
C: -5.41 -0.58 1.19
C: -4.82 0.18 2.34
C: -5.70 1.28 2.90
N: -6.33 2.18 3.25
H: -7.06 -2.04 0.90
H: -7.28 -0.87 2.18
H: -6.14 -2.22 2.42
H: -5.86 0.12 0.48
H: -4.56 -1.11 0.68
H: -3.91 0.68 2.12
H: -4.72 -0.48 3.21

Computed properties:
**Max |F|**: 0.0626 hartree/bohr
**DFT total energy**: -638090.828 eV
**Kohn-Sham gap**: 10.51 eV
**Structure (SMILES)**: C[C@H]1COC(=O)O1.C[C@H]1COC(=O)O1.C[C@H]1COC(=O)O1.C[C@H]1COC(=O)O1.C[C@H]1COC(=O)O1.BrCCBr.BrCCBr.BrCCBr.BrCCBr.CCCC#N.CCCC#N.CCCC#N